[1]
C5H7N in the gas phase in a non-equilibrium geometry. Source: the OMol25 dataset; level of theory: the ωB97M-V functional and the def2-TZVPD basis.

Atoms and positions in Å:
1 C -0.500 0.193 1.115
2 C -0.492 -1.067 0.289
3 C -0.311 -0.674 -1.115
4 C 0.915 -0.590 -0.366
5 N 0.043 1.283 -1.097
6 C 0.562 0.799 0.156
7 H -0.080 0.026 2.112
8 H -1.476 0.688 1.178
9 H -0.987 -1.993 0.606
10 H -0.498 -1.405 -1.916
11 H 1.897 -0.932 -0.683
12 H -0.367 2.232 -0.938
13 H 1.294 1.440 0.658

Energy above the lowest of the compared OMol25 structures with the same formula, charge and spin, kcal/mol: 124.6
E_LUMO, eV: 0.7
HOMO, eV: -8.43
Orbital gap, Ha: 0.336



[2]
A molecular structure, C52H49Br2N7O3RbSb in a non-equilibrium geometry. Source: the OMol25 dataset; level of theory: the ωB97M-V functional and the def2-TZVPD basis.

Atoms and positions in Å:
1 Rb -1.369 0.549 -1.069
2 N -0.626 2.487 1.691
3 C -1.675 3.150 2.478
4 C -3.013 2.376 2.423
5 O -3.797 2.454 3.403
6 N -3.110 1.721 1.296
7 C -4.194 0.796 1.090
8 C -3.655 -0.234 0.080
9 O -4.080 -0.197 -1.092
10 O -2.722 -0.985 0.484
11 H -0.740 1.486 1.852
12 H -0.894 2.598 0.715
13 H -1.355 3.241 3.519
14 H -1.827 4.159 2.083
15 H -4.494 0.295 2.021
16 H -5.070 1.289 0.650
17 Br -0.444 9.063 -1.222
18 C -0.460 7.150 -1.216
19 C 0.183 6.471 -0.200
20 C 0.165 5.084 -0.289
21 N -0.446 4.409 -1.248
22 C -1.101 5.077 -2.207
23 C -1.098 6.479 -2.231
24 C -1.819 4.274 -3.209
25 C -2.613 4.861 -4.202
26 C -3.271 4.031 -5.079
27 Br -4.366 4.798 -6.442
28 C -3.160 2.659 -4.986
29 C -2.342 2.178 -3.971
30 N -1.695 2.947 -3.116
31 H 0.671 6.985 0.614
32 H 0.678 4.485 0.456
33 H -1.574 7.026 -3.030
34 H -2.728 5.931 -4.278
35 H -3.684 1.994 -5.655
36 H -2.201 1.108 -3.855
37 N 1.101 1.885 -2.518
38 C 1.353 1.801 -3.866
39 C 1.428 2.970 -4.634
40 C 1.725 2.931 -5.987
41 C 1.983 1.716 -6.604
42 C 1.939 0.552 -5.842
43 C 1.624 0.560 -4.488
44 C 1.510 -0.731 -3.754
45 C 2.534 -1.679 -3.861
46 C 2.394 -2.930 -3.276
47 C 1.220 -3.241 -2.601
48 C 0.215 -2.279 -2.483
49 C 0.331 -0.998 -3.035
50 H 0.589 2.698 -2.203
51 H 0.800 1.019 -2.089
52 H 1.244 3.923 -4.146
53 H 1.751 3.851 -6.561
54 H 2.200 1.670 -7.665
55 H 2.127 -0.404 -6.317
56 H 3.449 -1.433 -4.398
57 H 3.189 -3.666 -3.353
58 H 1.089 -4.230 -2.166
59 H -0.699 -2.547 -1.952
60 C -0.929 -5.244 -0.091
61 C -0.524 -5.393 1.356
62 C -0.403 -6.682 1.882
63 C -0.025 -6.888 3.198
64 C 0.223 -5.792 4.015
65 C 0.106 -4.514 3.496
66 C -0.251 -4.291 2.166
67 Sb -0.410 -2.167 1.528
68 C -2.047 -2.141 2.973
69 C -3.025 -3.045 2.564
70 C -4.236 -3.153 3.222
71 C -4.493 -2.343 4.318
72 C -3.531 -1.439 4.729
73 C -2.310 -1.318 4.065
74 C -1.335 -0.278 4.539
75 C 1.509 -1.825 2.580
76 C 1.680 -0.723 3.416
77 C 2.889 -0.443 4.034
78 C 3.981 -1.260 3.796
79 C 3.854 -2.308 2.901
80 C 2.644 -2.592 2.269
81 C 2.644 -3.699 1.243
82 H -1.756 -5.916 -0.327
83 H -0.095 -5.494 -0.752
84 H -1.240 -4.225 -0.317
85 H -0.608 -7.534 1.241
86 H 0.070 -7.895 3.589
87 H 0.505 -5.936 5.052
88 H 0.299 -3.662 4.139
89 H -2.853 -3.661 1.688
90 H -4.986 -3.850 2.864
91 H -5.441 -2.405 4.840
92 H -3.734 -0.780 5.566
93 H -1.688 0.195 5.455
94 H -1.234 0.509 3.786
95 H -0.355 -0.719 4.725
96 H 0.854 -0.045 3.589
97 H 2.979 0.423 4.681
98 H 4.933 -1.054 4.273
99 H 4.722 -2.913 2.659
100 H 3.651 -3.829 0.841
101 H 1.973 -3.471 0.413
102 H 2.325 -4.646 1.681
103 N 2.387 2.570 1.376
104 C 2.901 1.503 0.708
105 C 4.298 1.382 0.568
106 C 4.819 0.323 -0.137
107 C 3.955 -0.609 -0.695
108 C 2.601 -0.424 -0.494
109 N 2.062 0.594 0.179
110 H 3.035 3.149 1.877
111 H 1.395 2.566 1.673
112 H 4.946 2.126 1.019
113 H 5.893 0.218 -0.240
114 H 4.315 -1.457 -1.261
115 H 1.891 -1.127 -0.922

E_LUMO, eV: 3.1
HOMO, eV: -1.77
Orbital gap, Ha: 0.181
Net charge: -2



[3]
10 unconnected molecules or ions with the total composition C46H108N4O10 in a non-equilibrium geometry. Source: the OMol25 dataset; level of theory: the ωB97M-V functional and the def2-TZVPD basis.

Atoms and positions in Å:
1 C 3.628 0.617 -4.496
2 C 2.303 1.322 -4.328
3 C 1.446 1.183 -5.634
4 C 1.621 0.720 -3.109
5 C 0.494 1.596 -2.561
6 C 0.939 3.042 -2.331
7 C 1.633 3.612 -3.571
8 C 0.611 3.998 -4.657
9 C 2.357 4.863 -3.172
10 N 2.664 2.654 -3.956
11 O 3.548 3.182 -4.895
12 H 4.093 0.991 -5.374
13 H 4.290 0.861 -3.604
14 H 3.412 -0.405 -4.621
15 H 1.425 0.122 -6.019
16 H 0.420 1.477 -5.529
17 H 1.969 1.757 -6.431
18 H 1.245 -0.247 -3.422
19 H 2.439 0.547 -2.392
20 H -0.270 1.590 -3.336
21 H 0.011 1.238 -1.659
22 H 1.702 3.098 -1.546
23 H 0.075 3.630 -2.100
24 H -0.139 3.244 -4.838
25 H 1.085 4.153 -5.648
26 H 0.203 4.944 -4.339
27 H 2.653 5.496 -4.002
28 H 3.285 4.678 -2.604
29 H 1.752 5.509 -2.534
30 H 3.050 3.600 -5.617
31 C -2.225 -0.357 -2.925
32 C -3.341 0.600 -2.450
33 C -2.981 2.029 -2.901
34 C -4.775 0.287 -3.056
35 C -5.480 -0.885 -2.391
36 C -5.574 -0.746 -0.873
37 C -4.138 -0.596 -0.288
38 C -4.293 -0.076 1.113
39 C -3.330 -1.916 -0.232
40 N -3.529 0.574 -1.015
41 O -2.296 0.956 -0.403
42 H -2.670 -1.367 -2.905
43 H -1.846 -0.138 -3.897
44 H -1.400 -0.466 -2.243
45 H -3.702 2.845 -2.660
46 H -2.095 2.336 -2.354
47 H -2.713 2.028 -3.972
48 H -5.358 1.189 -2.984
49 H -4.703 0.097 -4.155
50 H -6.504 -0.964 -2.820
51 H -4.803 -1.704 -2.736
52 H -5.863 -1.713 -0.448
53 H -6.175 0.155 -0.599
54 H -4.475 -0.824 1.862
55 H -4.916 0.798 1.199
56 H -3.339 0.380 1.318
57 H -3.993 -2.624 0.250
58 H -2.365 -1.830 0.271
59 H -3.113 -2.498 -1.127
60 H -1.619 0.232 -0.356
61 C -1.989 -3.468 3.477
62 C -1.300 -2.241 4.149
63 C -0.618 -1.475 3.030
64 C -2.326 -1.371 4.782
65 C -2.905 -1.886 6.112
66 C -1.738 -2.199 7.112
67 C -0.718 -3.134 6.438
68 C 0.551 -3.041 7.364
69 C -1.154 -4.615 6.406
70 N -0.360 -2.528 5.209
71 O 0.635 -3.365 4.615
72 H -2.728 -3.934 4.129
73 H -2.455 -3.210 2.500
74 H -1.252 -4.233 3.229
75 H 0.040 -2.108 2.364
76 H -1.341 -0.950 2.436
77 H 0.032 -0.671 3.448
78 H -1.961 -0.341 4.987
79 H -3.156 -1.236 4.072
80 H -3.611 -1.155 6.551
81 H -3.418 -2.874 5.923
82 H -2.164 -2.563 8.075
83 H -1.174 -1.257 7.226
84 H 0.238 -3.078 8.395
85 H 0.983 -2.075 7.258
86 H 1.311 -3.876 7.196
87 H -2.213 -4.823 6.191
88 H -0.988 -4.988 7.395
89 H -0.546 -5.295 5.787
90 H 1.418 -2.782 4.527
91 C 2.778 -2.951 -2.261
92 C 2.281 -4.374 -2.357
93 C 2.596 -4.962 -3.702
94 C 2.881 -5.286 -1.294
95 C 2.300 -5.065 0.129
96 C 0.825 -5.213 0.073
97 C 0.097 -4.267 -0.991
98 C -1.320 -4.732 -1.262
99 C 0.151 -2.872 -0.398
100 N 0.817 -4.452 -2.294
101 O 0.216 -3.568 -3.288
102 H 3.871 -3.065 -2.342
103 H 2.682 -2.411 -1.375
104 H 2.523 -2.287 -3.083
105 H 2.232 -6.025 -3.802
106 H 3.679 -4.865 -3.893
107 H 2.009 -4.333 -4.405
108 H 2.722 -6.311 -1.586
109 H 3.950 -5.115 -1.295
110 H 2.522 -4.115 0.597
111 H 2.687 -5.877 0.672
112 H 0.334 -4.986 1.010
113 H 0.549 -6.242 -0.244
114 H -1.252 -5.745 -1.599
115 H -2.039 -4.725 -0.470
116 H -1.700 -4.221 -2.145
117 H 1.065 -2.284 -0.201
118 H -0.516 -2.205 -0.984
119 H -0.319 -2.927 0.597
120 H 0.058 -2.738 -2.780
121 C 5.181 4.244 0.112
122 C 4.765 3.048 -0.609
123 C 5.806 1.980 -0.580
124 O 3.490 2.577 0.013
125 H 5.248 4.096 1.217
126 H 4.543 5.160 0.049
127 H 6.168 4.511 -0.254
128 H 4.498 3.286 -1.652
129 H 6.251 1.950 0.393
130 H 6.577 2.317 -1.315
131 H 5.403 0.990 -0.875
132 H 3.318 3.038 0.872
133 C -3.596 3.640 2.455
134 C -3.507 3.822 0.943
135 C -3.721 5.287 0.614
136 O -2.182 3.453 0.382
137 H -3.002 4.400 3.039
138 H -3.347 2.652 2.742
139 H -4.674 3.916 2.737
140 H -4.212 3.105 0.465
141 H -3.052 5.569 -0.195
142 H -3.461 5.861 1.463
143 H -4.687 5.528 0.269
144 H -2.247 2.516 0.106
145 C 2.288 2.898 3.504
146 O 2.489 3.550 2.327
147 H 1.235 2.731 3.670
148 H 2.762 1.933 3.565
149 H 2.594 3.465 4.356
150 H 1.556 3.793 1.926
151 C 3.585 -0.707 0.944
152 O 3.063 -0.001 -0.114
153 H 3.943 -1.672 0.676
154 H 4.440 -0.200 1.444
155 H 2.898 -0.919 1.766
156 H 3.265 0.950 -0.047
157 C 0.195 1.068 1.171
158 O 0.339 -0.023 0.271
159 H -0.838 1.337 1.279
160 H 0.668 0.907 2.174
161 H 0.707 1.922 0.772
162 H 1.351 0.044 0.085
163 C 0.142 5.680 0.674
164 O 0.035 4.392 1.324
165 H 0.371 6.394 1.422
166 H 0.889 5.654 -0.119
167 H -0.805 5.984 0.124
168 H -0.834 3.991 1.112

Energy above the lowest of the compared OMol25 structures with the same formula, charge and spin, kcal/mol: 55.1
E_LUMO, eV: 0.5
HOMO, eV: -8.29
Structure (SMILES): CC1(C)CCCC(C)(C)N1O.CC1(C)CCCC(C)(C)N1O.CC1(C)CCCC(C)(C)N1O.CC1(C)CCCC(C)(C)N1O.CC(C)O.CC(C)O.CO.CO.CO.CO
Orbital gap, Ha: 0.323